Record 1
ORCA calculation (wB97M-V/def2-TZVPD) on a molecular structure, C10H8F5NO4STl at a distorted geometry.

Structure (XYZ):
```
30
Properties=species:S:1:pos:R:3:nbo_charge:R:1
N -2.054 2.655 1.349 -0.609
C -2.614 2.105 0.085 0.171
O -3.890 1.462 0.355 -0.527
S -3.701 -0.216 0.086 2.305
O -4.601 -0.689 -1.029 -0.663
O -4.054 -0.783 1.431 -0.691
O -2.023 -0.333 -0.223 -0.612
C -1.778 1.022 -0.755 -0.039
C -0.273 1.370 -1.177 0.651
F 0.266 2.511 -0.489 -0.295
F -0.249 1.740 -2.564 -0.287
C 0.702 0.112 -0.976 0.109
C 1.162 -0.699 -2.222 -0.215
C 2.134 -1.898 -2.092 0.065
C 2.703 -2.352 -0.671 0.050
C 2.228 -1.552 0.566 -0.202
C 2.838 -2.018 1.992 0.996
F 3.711 -0.917 2.440 -0.443
F 1.860 -2.211 2.973 -0.263
F 3.562 -3.223 1.891 -0.265
C 1.237 -0.333 0.466 0.089
H -2.196 1.976 2.114 0.405
H -2.528 3.555 1.532 0.437
H -2.878 3.021 -0.570 0.286
H -2.315 0.993 -1.768 0.284
H 0.806 -0.408 -3.275 0.331
H 2.500 -2.477 -3.008 0.313
H 3.438 -3.229 -0.599 0.322
H 0.903 0.226 1.400 0.290
Tl 5.210 0.554 2.807 1.008
```

Calculated values
HOMO level ... -19.458 eV
E ... -1809.9972 Eh
HOMO-LUMO gap ... 2.6 eV
Total charge ... +3
2S+1 ... 1


Record 2
ORCA calculation (wB97M-V/def2-TZVPD) on 2 unconnected molecules or ions with the total composition H2O at a distorted geometry.

Structure (XYZ):
```
3
Properties=species:S:1:pos:R:3:nbo_charge:R:1
H -0.190 0.518 0.534 0.457
H 0.622 -0.161 -0.678 0.431
O -0.432 -0.358 0.144 -0.888
```

Calculated values
HOMO level ... -11.438 eV
E ... -76.3629 Eh
HOMO-LUMO gap ... 11.6 eV
2S+1 ... 1


Record 3
ORCA calculation (wB97M-V/def2-TZVPD) on 15 unconnected molecules or ions with the total composition C14H56F2N29O18S2 at a distorted geometry.

Structure (XYZ):
```
121
Properties=species:S:1:pos:R:3:lowdin_spin:R:1
N 16.370 21.721 -36.473 0.181
S 15.898 22.881 -35.641 0.088
O 15.848 24.212 -36.217 0.094
O 16.175 22.756 -34.175 0.022
F 14.390 22.430 -35.490 0.004
S 17.836 22.454 -36.798 0.289
O 18.727 22.786 -35.669 0.139
O 17.949 23.107 -38.071 0.088
F 18.593 21.142 -37.219 0.016
C 19.298 16.960 -36.050 0.000
O 18.365 17.171 -35.325 0.000
N 20.153 16.017 -35.756 0.000
N 19.802 17.670 -37.055 0.000
H 20.720 15.642 -36.502 0.000
H 19.998 15.433 -34.947 0.000
H 20.808 17.738 -36.993 0.000
H 19.108 18.354 -37.323 0.000
C 14.437 19.349 -31.678 0.000
O 13.333 18.960 -32.084 0.000
N 15.068 20.419 -32.175 0.001
N 15.143 18.673 -30.771 0.000
H 16.019 20.560 -31.864 0.000
H 14.810 20.842 -33.055 0.001
H 14.669 18.018 -30.166 0.000
H 16.021 19.132 -30.577 0.000
C 13.549 20.887 -38.571 0.001
O 13.123 20.182 -37.743 0.000
N 13.052 21.157 -39.819 0.000
N 14.616 21.534 -38.314 0.008
H 13.339 21.917 -40.420 0.000
H 12.352 20.481 -40.088 0.000
H 15.020 22.080 -39.061 0.001
H 15.345 21.329 -37.646 0.007
C 17.701 26.917 -37.679 0.000
O 16.811 27.676 -37.904 0.000
N 17.943 26.216 -36.606 0.000
N 18.547 26.808 -38.599 0.000
H 18.840 25.757 -36.542 0.000
H 17.243 26.177 -35.879 0.000
H 19.363 26.383 -38.181 0.000
H 18.402 27.105 -39.553 0.000
C 19.688 24.368 -31.695 0.000
O 20.904 24.414 -31.562 0.000
N 19.186 23.977 -32.798 0.001
N 18.767 24.570 -30.861 0.000
H 18.483 24.637 -33.099 0.000
H 19.901 23.782 -33.484 0.001
H 18.964 24.719 -29.881 0.000
H 17.827 24.290 -31.102 0.000
C 14.987 23.444 -29.438 0.000
O 14.547 24.226 -28.631 0.000
N 15.596 22.317 -29.104 0.000
N 15.032 23.693 -30.682 0.000
H 15.885 22.213 -28.142 0.000
H 16.073 21.838 -29.855 0.000
H 14.213 24.237 -30.911 0.000
H 15.202 23.006 -31.402 0.000
C 15.259 18.512 -35.571 0.001
O 14.151 19.050 -35.804 0.002
N 16.405 19.064 -35.496 0.006
N 15.378 17.390 -34.900 0.000
H 17.159 18.427 -35.283 0.000
H 16.599 19.962 -35.916 0.004
H 14.615 16.910 -34.444 0.000
H 16.316 17.024 -34.827 0.000
C 13.414 25.536 -38.359 0.001
O 12.711 26.154 -39.119 0.000
N 14.730 25.649 -38.324 0.002
N 12.929 24.571 -37.526 0.002
H 15.043 26.356 -38.973 0.000
H 15.242 25.177 -37.592 0.001
H 13.453 24.283 -36.712 0.001
H 11.980 24.227 -37.490 0.000
C 18.428 23.479 -41.602 0.001
O 19.031 22.440 -41.290 0.001
N 18.420 24.136 -42.746 0.000
N 17.679 24.118 -40.754 0.002
H 19.288 24.075 -43.259 0.000
H 17.750 24.886 -42.847 0.000
H 17.695 23.742 -39.816 0.001
H 17.198 24.989 -40.927 0.000
C 17.032 26.493 -32.723 0.000
O 16.582 25.620 -33.551 0.000
N 18.159 27.071 -32.780 0.000
N 16.440 26.789 -31.590 0.000
H 18.587 26.896 -33.678 0.000
H 18.439 27.902 -32.278 0.000
H 15.601 26.359 -31.227 0.000
H 16.893 27.593 -31.179 0.000
C 17.448 19.006 -39.874 0.000
O 17.678 18.139 -39.131 0.000
N 16.842 18.820 -40.983 0.000
N 17.612 20.287 -39.626 0.001
H 16.687 19.452 -41.756 0.000
H 16.714 17.841 -41.194 0.000
H 17.284 21.057 -40.192 0.001
H 18.010 20.458 -38.713 0.000
C 21.539 25.875 -36.261 0.001
O 20.910 25.827 -37.269 0.001
N 21.600 24.776 -35.482 0.002
N 21.931 26.935 -35.762 0.000
H 22.326 24.713 -34.783 0.000
H 21.251 23.899 -35.842 0.003
H 22.653 26.923 -35.056 0.000
H 22.074 27.655 -36.455 0.000
C 12.747 25.448 -33.028 0.000
O 12.978 25.531 -31.801 0.000
N 13.623 25.236 -34.017 0.001
N 11.536 25.320 -33.553 0.000
H 13.202 25.224 -34.935 0.001
H 14.588 25.307 -33.729 0.000
H 11.354 24.905 -34.455 0.000
H 10.754 25.681 -33.025 0.000
C 20.367 20.512 -32.917 0.001
O 20.939 20.069 -31.881 0.001
N 19.089 20.344 -33.046 0.001
N 20.885 21.009 -33.978 0.007
H 18.632 20.081 -32.184 0.000
H 18.612 20.819 -33.799 0.001
H 21.869 21.175 -33.825 0.001
H 20.268 21.531 -34.585 0.006
```

Calculated values
HOMO level (spin up / spin down) ... 0.471 / -3.154 eV
E ... -4505.6853 Eh
HOMO-LUMO gap (spin up / spin down) ... 3.0 / 6.6 eV
Total charge ... -2
2S+1 ... 2


Record 4
ORCA calculation (wB97M-V/def2-TZVPD) on a molecular structure, C19H24N4O3 at a distorted geometry.

Structure (XYZ):
```
50
Properties=species:S:1:pos:R:3:nbo_charge:R:1
C -5.082 -0.732 1.973 -0.628
H -4.284 -1.567 2.017 0.212
C -5.212 -0.343 0.384 -0.375
H -6.080 0.309 0.300 0.222
C -4.102 -0.118 -0.500 0.052
C -3.059 -1.076 -0.317 -0.386
H -3.461 -2.037 -0.655 0.219
H -2.705 -1.180 0.530 0.193
C -1.858 -0.432 -1.256 -0.352
C -1.121 0.653 -0.427 0.708
O -0.876 0.812 0.769 -0.629
N -1.014 1.889 -1.266 -0.407
N -0.168 2.695 -0.780 -0.410
C 1.205 2.783 -0.433 0.157
C 1.848 3.502 0.301 -0.268
C 3.158 3.386 0.695 -0.168
C 3.979 2.332 -0.122 -0.233
C 3.239 1.615 -0.981 -0.211
C 2.010 1.874 -1.279 -0.227
H 1.367 1.161 -1.792 0.201
H 3.775 0.932 -1.728 0.214
H 4.895 2.509 0.097 0.201
H 3.733 4.176 1.327 0.225
H 1.236 4.284 1.188 0.166
H -0.655 3.483 -0.115 0.327
H -1.144 1.892 -2.129 0.350
C -0.708 -1.712 -1.327 0.721
O -0.381 -1.843 -2.432 -0.565
N -0.255 -1.952 -0.044 -0.502
N 0.934 -2.849 -0.037 -0.395
C 2.194 -2.194 0.082 0.117
C 2.362 -1.143 0.703 -0.275
C 3.711 -0.679 1.161 -0.190
C 4.746 -1.614 0.743 -0.211
C 4.529 -2.732 0.071 -0.286
C 3.324 -2.871 -0.212 -0.123
H 3.148 -3.985 -0.967 0.154
H 5.403 -3.249 0.028 0.236
H 5.752 -1.124 1.027 0.208
H 3.712 0.334 1.774 0.252
H 1.646 -0.567 1.281 0.222
H 0.713 -3.354 -0.676 0.341
H -0.431 -1.411 0.714 0.421
H -2.173 -0.297 -2.135 0.203
H -4.531 0.339 -1.453 0.238
O -3.502 1.230 0.133 -0.781
H -3.283 1.055 1.099 0.462
H -5.612 -1.476 -0.050 0.162
H -4.718 0.234 2.305 0.200
H -6.204 -0.942 2.409 0.238
```

Calculated values
HOMO level ... -7.775 eV
E ... -1182.5316 Eh
HOMO-LUMO gap ... 8.4 eV
2S+1 ... 1


Record 5
ORCA calculation (wB97M-V/def2-TZVPD) on a single C4H5NO2 molecule.

Structure (XYZ):
```
12
Properties=species:S:1:pos:R:3:nbo_charge:R:1
O 1.632 1.176 -0.249 -0.513
C 1.153 0.196 -0.768 0.425
C 0.330 -0.994 1.524 0.853
O 1.210 -1.772 1.535 -0.512
N -0.591 -0.206 1.540 -0.548
C -0.362 0.007 -0.874 -0.537
C -1.024 0.573 0.381 -0.207
H 1.812 -0.600 -1.168 0.131
H -0.639 -1.050 -0.985 0.222
H -0.685 0.517 -1.790 0.248
H -0.720 1.614 0.522 0.226
H -2.115 0.539 0.332 0.213
```

Calculated values
SMILES ... O=C=NCCC=O
HOMO level ... -10.323 eV
E ... -360.6392 Eh
HOMO-LUMO gap ... 11.0 eV
2S+1 ... 1


Record 6
ORCA calculation (wB97M-V/def2-TZVPD) on a molecular structure, C14H38HgNO9S5 at a distorted geometry.

Structure (XYZ):
```
68
Properties=species:S:1:pos:R:3:nbo_charge:R:1
Hg -0.255 0.176 0.475 1.750
O -1.307 2.713 3.540 -0.693
C -0.843 2.032 2.501 0.950
O -1.614 1.779 1.576 -0.847
O 0.325 1.633 2.333 -0.806
H -2.234 2.816 3.313 0.495
C -2.032 1.744 -3.506 -0.802
S -2.377 1.957 -1.684 1.237
O -1.102 1.549 -0.979 -1.026
C -2.505 3.810 -1.724 -0.806
H -2.784 2.324 -4.041 0.235
H -1.957 0.719 -3.869 0.235
H -1.013 2.059 -3.726 0.220
H -1.903 4.236 -2.527 0.224
H -2.019 4.158 -0.813 0.263
H -3.552 4.098 -1.819 0.245
C -4.620 -1.777 0.607 -0.810
S -3.348 -1.366 -0.669 1.221
O -2.044 -1.160 0.104 -1.009
C -3.199 -3.103 -1.332 -0.799
H -5.608 -1.973 0.190 0.241
H -4.580 -1.034 1.404 0.249
H -4.350 -2.688 1.142 0.232
H -3.960 -3.295 -2.088 0.231
H -3.216 -3.939 -0.632 0.239
H -2.239 -3.096 -1.850 0.237
C 3.716 -0.546 2.242 -0.800
S 2.940 -1.877 1.211 1.205
O 1.535 -1.324 0.952 -1.002
C 2.799 -3.015 2.706 -0.781
H 3.768 0.379 1.667 0.241
H 4.706 -0.761 2.645 0.232
H 3.113 -0.402 3.139 0.235
H 2.170 -2.567 3.474 0.231
H 3.803 -3.294 3.025 0.234
H 2.287 -3.909 2.351 0.235
C 3.407 3.137 -0.750 -0.797
S 2.285 1.936 -1.633 1.201
O 1.382 1.273 -0.548 -0.995
C 1.408 3.293 -2.474 -0.819
H 4.146 2.686 -0.088 0.240
H 2.795 3.735 -0.076 0.246
H 3.976 3.749 -1.450 0.235
H 0.800 2.861 -3.269 0.222
H 2.030 4.042 -2.964 0.248
H 0.763 3.792 -1.751 0.247
C -2.481 -0.895 4.565 -0.804
S -1.022 -1.691 3.760 1.220
O -0.844 -1.026 2.366 -1.013
C 0.124 -0.728 4.791 -0.824
H -2.361 0.138 4.894 0.242
H -2.755 -1.487 5.438 0.234
H -3.287 -0.879 3.831 0.238
H 0.127 -1.096 5.817 0.229
H -0.187 0.315 4.724 0.259
H 1.162 -0.617 4.477 0.243
C 0.408 -1.396 -2.602 0.552
O 0.225 -1.079 -1.452 -0.647
N 1.615 -1.643 -3.137 -0.422
C 1.852 -2.086 -4.548 -0.410
C 2.865 -1.399 -2.449 -0.439
H -0.364 -1.425 -3.386 0.104
H 0.943 -2.449 -5.027 0.213
H 2.593 -2.881 -4.637 0.218
H 2.200 -1.212 -5.100 0.199
H 3.490 -2.290 -2.379 0.204
H 3.478 -0.607 -2.879 0.201
H 2.724 -1.130 -1.402 0.239
```

Calculated values
HOMO level ... -10.149 eV
E ... -3432.0795 Eh
HOMO-LUMO gap ... 8.4 eV
Total charge ... +1
2S+1 ... 1